(1)
DFT (ωB97M-V/def2-TZVPD) results for the molecule C4HCl2N3.

```
10
Properties=species:S:1:pos:R:3:forces:R:3
N 1.4832 -2.7554 -0.1007 0.3 -0.7 0.0
C 1.0208 -1.7119 -0.0215 0.2 -0.2 -0.1
N 0.4843 -0.5055 0.0349 -3.4 1.3 0.1
C 1.0923 0.7149 0.0171 0.0 0.4 0.0
N 0.2583 1.7005 0.0023 0.2 0.2 0.0
C -1.0032 1.1754 0.0059 0.0 -1.0 0.0
Cl -2.3703 2.1720 -0.0330 -0.2 0.1 0.0
C -0.9949 -0.1872 0.0327 2.8 -0.1 -0.1
Cl -2.1298 -1.4285 0.0467 0.0 0.2 0.0
H 2.1592 0.8257 0.0157 0.2 -0.1 0.0
```
Forces are in eV/Å.

Its frontier orbital gap is 10.04 eV. The SMILES is N#Cn1cnc(Cl)c1Cl. Its HOMO energy is -9.7 eV.



(2)
DFT (ωB97M-V/def2-TZVPD) results for the molecule C5H7NO.

```
14
Properties=species:S:1:pos:R:3:forces:R:3
O 1.3775 2.2023 0.5980 -0.2 -0.3 -0.2
C 0.7765 1.2139 0.2165 0.0 0.0 -0.1
C 1.4588 -0.1240 -0.0056 0.1 0.0 0.1
C 0.5413 -1.3101 0.1184 -0.2 0.0 -0.1
C -0.7431 -1.2060 -0.2033 0.1 0.0 0.3
C -1.4413 0.1165 -0.1912 -0.1 -0.1 0.0
N -0.5463 1.2566 -0.1311 0.1 0.1 0.1
H 2.3355 -0.1728 0.6413 -0.2 0.0 0.0
H 1.8344 -0.1042 -1.0393 0.1 0.1 0.2
H 0.9489 -2.2527 0.4721 0.1 0.0 -0.5
H -1.4083 -2.0646 -0.2563 0.2 0.0 0.2
H -1.9870 0.0174 0.7581 -0.3 0.4 -0.1
H -2.1805 0.2617 -0.9877 0.2 -0.1 0.0
H -0.9664 2.1660 0.0102 0.0 -0.1 0.0
```
Forces are in eV/Å.

Its frontier orbital gap is 10.01 eV. The SMILES is O=C1CC=CCN1. Its HOMO energy is -9.2 eV.



(3)
DFT (ωB97M-V/def2-TZVPD) results for a structure of composition C16H23N5OPd.

```
46
Properties=species:S:1:pos:R:3:forces:R:3
Pd -0.4966 -13.9291 -6.9015 -0.2 0.4 -0.5
C 3.0772 -13.4824 -9.3491 1.0 -0.1 -0.3
C 2.0430 -13.2944 -8.3225 -2.6 -0.9 -2.1
N 0.7684 -13.5579 -8.5450 1.5 0.2 0.4
C 0.0784 -13.7200 -9.8209 0.5 0.2 -0.3
C -1.2811 -12.9750 -9.7735 0.6 2.1 0.8
N -1.8275 -12.6889 -8.3353 -0.1 0.9 -0.1
C -1.9311 -11.1672 -8.0993 0.0 -1.8 -0.4
C -2.8422 -10.8505 -6.8742 0.5 1.4 -0.9
N -2.3661 -9.5008 -6.4523 -0.5 -1.2 0.9
C -1.8323 -9.2158 -5.1268 -1.8 1.5 -0.1
C -1.7460 -10.3381 -4.1381 0.0 -0.8 -0.2
N -0.5567 -11.1124 -4.4326 0.9 -1.3 0.6
C 0.3758 -11.8773 -4.0234 -0.2 0.9 0.1
C 0.3945 -12.3280 -2.5830 1.9 -1.1 0.2
C 1.5498 -12.1955 -4.9018 -0.9 -0.6 -2.1
C 2.8303 -11.9305 -4.4720 -0.3 -0.2 -0.7
C 3.8947 -12.1431 -5.3491 0.1 0.3 1.1
C 3.6593 -12.6312 -6.5948 -0.4 0.2 -0.6
C 2.3286 -12.8347 -6.9908 0.7 -0.3 1.1
N 1.2632 -12.6699 -6.2019 0.5 1.0 2.7
H 2.7029 -13.9850 -10.2120 -0.4 -0.1 -0.7
H 3.8580 -14.1631 -8.9964 -0.1 -0.2 0.4
H 3.6785 -12.6298 -9.6789 -0.4 0.4 0.2
H -0.0098 -14.7954 -10.0844 0.0 0.6 0.1
H 0.6933 -13.1874 -10.5705 -0.3 -0.6 0.0
H -2.0177 -13.4603 -10.3572 -0.8 -0.8 -0.4
H -1.1774 -11.9537 -10.2517 0.1 -1.2 0.5
H -2.8168 -12.9726 -8.2657 0.6 -0.5 -0.3
H -2.3469 -10.7711 -9.0288 -0.1 0.3 0.3
H -0.9409 -10.7491 -7.9625 0.3 -0.1 0.0
H -2.7458 -11.5196 -6.0328 0.2 -0.3 -0.1
H -3.9005 -10.8342 -7.1940 0.3 0.4 0.2
H -2.4250 -8.7254 -7.1229 0.0 0.0 0.1
H -2.5063 -8.4272 -4.6951 -0.1 -0.4 -0.2
H -0.9624 -8.6051 -5.1889 1.2 0.3 -0.4
H -2.6199 -10.9833 -4.2387 0.0 -0.1 0.3
H -1.7155 -9.9845 -3.0934 0.3 0.1 -0.3
H -0.4480 -12.9210 -2.3227 -1.0 -0.4 0.1
H 0.4613 -11.4908 -1.9305 -0.3 1.0 0.6
H 1.3002 -12.9571 -2.3178 -0.9 0.6 -0.8
H 3.0790 -11.5080 -3.5292 -0.2 0.2 0.9
H 4.8676 -11.8925 -4.9563 0.4 -0.1 -0.3
H 4.4787 -12.8034 -7.2765 0.0 -0.1 -0.1
O -1.9366 -16.7751 -7.7876 -0.3 0.1 0.2
C -1.7052 -15.7828 -7.3405 0.7 0.2 -0.1
```
Forces are in eV/Å.

The charge is +4. Its frontier orbital gap (spin up / spin down) is 8.85 / 6.12 eV. Its HOMO energy (spin up / spin down) is -22.6 / -22.5 eV. As for the spin multiplicity: 5.



DFT total energy list, top to bottom, in eV: -33677.9790, -8835.8073, -29893.7869
Energy relative to the best compared isomer or geometry (same formula, charge and spin) list, top to bottom, in kcal per mole: 0.0, 9.1, 0.0